(1)
A structure of composition C48H48Co2N3O6. Source: the OMol25 dataset; level of theory: ωB97M-V with the def2-TZVPD basis set.

Computed properties:
LUMO energy (eV): 2.09
Frontier orbital gap (Eh): 0.209
Total energy (Ha): -5238.9586
Energy above the lowest of the compared OMol25 structures with the same formula, charge and spin (kcal per mole): 32.9

```
! wB97M-V def2-TZVPD RIJCOSX def2/J DEFGRID3
* xyz -1 1
C 4.1190 -1.2109 0.4289
C 3.2446 -1.4802 1.6604
C 4.0800 -1.3152 2.9324
C 2.5982 -2.8474 1.5266
C 3.0701 -3.9379 2.2640
C 2.7312 -5.2397 1.9041
C 1.8900 -5.4614 0.8172
C 1.3676 -4.3916 0.0895
C 0.5167 -4.7310 -1.1327
C -0.9061 -5.1017 -0.7356
C 1.1326 -5.8447 -1.9871
C 1.6490 -3.0693 0.5067
N 1.1381 -1.9493 -0.2699
N 1.5412 -1.8577 -1.5715
N 0.8543 -0.8004 -2.0844
C 1.1910 -0.2541 -3.3842
C 0.5351 -0.7420 -4.5297
C -0.1991 -2.0703 -4.4369
C 0.7833 -3.2255 -4.2990
C -1.2042 -2.3112 -5.5645
C 0.6135 0.0008 -5.7082
C 1.4677 1.0996 -5.8023
C 2.2618 1.4474 -4.7141
C 2.1394 0.7794 -3.4916
C 3.0342 1.1977 -2.3256
C 2.7221 2.6185 -1.8617
C 4.5249 1.0581 -2.6544
C -0.0231 -0.2853 -1.1485
C -1.2220 0.3869 -1.5933
C -2.4797 -0.0825 -1.1341
C -3.6575 0.3591 -1.7236
C -3.6158 1.3070 -2.7514
C -2.3830 1.7908 -3.2006
C -1.2043 1.3500 -2.6266
C 0.3165 -0.8462 0.0834
C -0.0204 -0.3411 1.3417
H 3.5696 -1.3963 -0.5025
H 4.4870 -0.1763 0.4248
H 4.9886 -1.8857 0.4331
H 2.4264 -0.7494 1.6835
H 3.5207 -1.6353 3.8175
H 5.0066 -1.8998 2.8677
H 4.3538 -0.2614 3.0576
H 3.7405 -3.7847 3.1117
H 3.1310 -6.0891 2.4612
H 1.6478 -6.4912 0.5369
H 0.4972 -3.8162 -1.7298
H -1.3633 -4.2917 -0.1561
H -1.5127 -5.2730 -1.6327
H -0.9092 -6.0186 -0.1267
H 2.1649 -5.5949 -2.2582
H 1.1267 -6.8052 -1.4548
H 0.5581 -5.9667 -2.9126
H -0.7766 -2.0349 -3.4988
H 1.4644 -3.0459 -3.4609
H 0.2368 -4.1580 -4.1209
H 1.3878 -3.3476 -5.2075
H -1.8901 -1.4609 -5.6642
H -0.6989 -2.4854 -6.5243
H -1.7992 -3.1994 -5.3187
H 0.0242 -0.2987 -6.5749
H 1.5334 1.6701 -6.7323
H 3.0011 2.2460 -4.8013
H 2.8108 0.5044 -1.5071
H 1.6615 2.7242 -1.6006
H 3.3213 2.8556 -0.9733
H 2.9667 3.3358 -2.6586
H 4.7618 0.0286 -2.9479
H 4.8145 1.7321 -3.4724
H 5.1239 1.3063 -1.7688
H -2.4820 -0.8368 -0.3444
H -4.6144 -0.0539 -1.3995
H -4.5414 1.6691 -3.2117
H -2.3538 2.5013 -4.0282
H -0.2368 1.7185 -2.9705
H -0.7514 0.4519 1.3168
H 0.4462 -0.7356 2.2354
O -4.6313 2.2441 0.4419
C -4.0857 2.9268 1.2291
Co -4.3227 3.6908 2.9671
C -6.0852 3.8387 3.1676
O -7.2383 3.8039 3.2675
C -4.2599 2.2418 3.9593
O -4.2307 1.2887 4.6171
C -3.1653 5.0096 2.5210
C -2.8062 4.3613 3.7101
C -1.8302 4.0336 4.5790
C -2.1750 3.7540 5.9788
C -2.8223 4.6614 6.8409
C -3.0865 4.2981 8.1645
C -2.8030 3.0020 8.6072
C -2.1786 2.0853 7.7510
C -1.8124 2.4876 6.4720
Co -2.2543 3.9329 1.0886
C -2.1651 4.0698 -0.6595
O -2.0374 4.2498 -1.7984
C -1.3353 2.7753 2.0549
O -0.7227 2.0853 2.7600
C -0.6770 4.7277 0.8893
O 0.3889 5.1162 0.6494
H -3.4520 6.0643 2.4479
H -0.7629 4.0245 4.3189
H -3.0845 5.6435 6.4396
H -3.5341 5.0245 8.8399
H -3.0228 2.7182 9.6370
H -1.9874 1.0581 8.0636
H -1.2709 1.8325 5.7852
*
```

Löwdin population analysis, charges in e, atoms 1 to 2:
1 C -0.0549
2 C -0.3650

(2)
A structure of composition Ca2H2O2Rb. Source: the OMol25 dataset; level of theory: ωB97M-V with the def2-TZVPD basis set.

Computed properties:
LUMO energy (spin up / spin down) (eV): -16.83 / -22.43
Frontier orbital gap (spin up / spin down) (Eh): 0.472 / 0.215
Total energy (Ha): -1529.2773

```
! wB97M-V def2-TZVPD RIJCOSX def2/J DEFGRID3
* xyz 4 2
Rb -2.8548 -0.6498 2.1511
Ca -0.3581 1.0646 -1.7005
Ca 1.0822 -0.1756 1.3174
O -0.6399 -0.6582 -0.0359
H -1.1090 -1.5000 0.1248
O 1.6017 0.7881 -0.6202
H 2.2779 1.1308 -1.2366
*
```

Löwdin population analysis, charges in e, atoms 1 to 2:
1 Rb 1.0635
2 Ca 1.8317

(3)
The molecule C7H10O. Source: the OMol25 dataset; level of theory: ωB97M-V with the def2-TZVPD basis set.

Computed properties:
LUMO energy (eV): 0.38
Frontier orbital gap (Eh): 0.353
Total energy (Ha): -347.8392
Energy above the lowest of the compared OMol25 structures with the same formula, charge and spin (kcal per mole): 77.8
SMILES: CC(=O)C=C=C(C)C

```
! wB97M-V def2-TZVPD RIJCOSX def2/J DEFGRID3
* xyz 0 1
C -0.0742 0.2864 0.3106
C 1.2252 0.2699 0.5510
C -1.2956 0.0923 -0.0856
C 2.2971 -0.2079 -0.3299
C -2.1921 1.0294 -0.8179
C -2.0195 -1.5322 0.2316
C 3.7072 -0.0205 0.2131
O 2.1082 -0.8259 -1.3389
H 1.5753 0.4822 1.5653
H -1.9058 2.0013 -0.3353
H -3.3121 0.9424 -0.7751
H -1.8251 0.9238 -1.8849
H -3.1353 -1.6665 0.0405
H -1.7542 -1.5812 1.3589
H -1.4166 -2.1444 -0.3518
H 4.4630 -0.4252 -0.4747
H 3.8222 -0.6762 1.2264
H 3.9294 1.1212 0.5342
*
```

natural (NBO) population analysis, charges in e, atoms 1 to 2:
1 C 0.1006
2 C -0.3937

(4)
A cluster of 8 separate species, C42H63N3O3 in total. Source: the OMol25 dataset; level of theory: ωB97M-V with the def2-TZVPD basis set.

Computed properties:
LUMO energy (eV): 0.55
Frontier orbital gap (Eh): 0.345
Total energy (Ha): -2027.9981
SMILES: COC[C@H](C)N.COC[C@H](C)N.COC[C@H](C)N.c1ccccc1.c1ccccc1.c1ccccc1.c1ccccc1.c1ccccc1

```
! wB97M-V def2-TZVPD RIJCOSX def2/J DEFGRID3
* xyz 0 1
C -3.6497 5.7826 5.8016
C -3.6285 4.5229 4.9947
C -2.4624 4.4363 3.9877
O -2.2831 3.0997 3.4304
C -1.6812 3.1479 2.1623
N -3.4690 3.4428 6.0434
H -4.4473 5.7822 6.5445
H -3.6952 6.6529 5.1469
H -2.7591 5.9421 6.4094
H -4.5503 4.3908 4.4283
H -1.5525 4.8345 4.4368
H -2.6481 5.1869 3.2194
H -2.0579 3.9492 1.5267
H -1.7840 2.1583 1.7170
H -0.6285 3.4110 2.2655
H -2.5229 3.4535 6.3969
H -3.5642 2.5866 5.5163
C -5.8536 0.5500 3.5481
C -4.5002 -0.1248 3.3437
C -4.0250 -0.0232 1.8745
O -2.8036 -0.6629 1.6081
C -2.7374 -2.0458 1.2663
N -3.4793 0.6163 4.0956
H -5.7921 1.6341 3.6441
H -6.2670 0.1965 4.4927
H -6.6125 0.3145 2.8020
H -4.4555 -1.1677 3.6576
H -3.8958 1.0435 1.6913
H -4.8035 -0.2930 1.1609
H -2.8695 -2.0755 0.1848
H -3.6117 -2.5349 1.6958
H -1.7633 -2.4541 1.5358
H -3.3310 1.5651 3.7828
H -2.5806 0.2706 3.7908
C -3.5989 0.3417 -2.9887
C -4.4204 -0.7696 -3.8200
C -3.9824 -2.2415 -3.6346
O -4.6126 -3.1488 -4.5463
C -4.5161 -4.5008 -4.1119
N -5.8646 -0.6082 -3.4969
H -3.5371 0.2876 -1.9018
H -4.0873 1.2993 -3.1696
H -2.5785 0.3303 -3.3716
H -4.3459 -0.6144 -4.8963
H -4.2844 -2.5339 -2.6290
H -2.9068 -2.3833 -3.7404
H -5.3211 -4.6761 -3.3983
H -3.5110 -4.7431 -3.7665
H -4.5610 -5.1641 -4.9757
H -6.3617 -1.3701 -3.9356
H -6.2025 0.3091 -3.7508
C 0.4871 0.0239 -0.2839
C 1.8053 -0.3698 -0.4870
C 2.2544 -0.8560 -1.7353
C 1.2733 -1.1972 -2.7203
C -0.0356 -0.7510 -2.4596
C -0.4691 -0.1750 -1.2501
H 0.1647 0.3496 0.6940
H 2.5009 -0.0387 0.2699
H 3.2803 -1.1862 -1.8050
H 1.6001 -1.6345 -3.6521
H -0.7791 -0.8934 -3.2299
H -1.4915 0.1095 -1.0498
C 2.7043 0.6636 3.2598
C 3.0332 -0.6451 3.6272
C 2.0519 -1.5711 3.9444
C 0.6937 -1.2687 3.7819
C 0.4071 0.0320 3.3175
C 1.3731 1.0109 3.0812
H 3.4967 1.3177 2.9270
H 4.0466 -0.9639 3.8217
H 2.2809 -2.5827 4.2455
H -0.1059 -1.9313 4.0786
H -0.6115 0.3790 3.4095
H 1.1104 1.9835 2.6919
C 3.7968 -4.3020 -2.7852
C 3.1007 -5.4927 -2.6120
C 3.4815 -6.6068 -3.3020
C 4.6768 -6.5954 -3.9914
C 5.4705 -5.4823 -4.0752
C 4.9441 -4.3374 -3.5185
H 3.3294 -3.4043 -2.4082
H 2.1185 -5.3694 -2.1802
H 2.8388 -7.4726 -3.3627
H 5.0673 -7.5268 -4.3740
H 6.4381 -5.5127 -4.5540
H 5.6233 -3.5025 -3.4291
C 6.7390 -0.7139 -1.4534
C 6.3178 -1.6959 -0.5768
C 5.6486 -1.2992 0.5885
C 5.3897 0.0202 0.8344
C 5.8174 0.9796 -0.1072
C 6.5297 0.6342 -1.2155
H 7.2868 -1.0144 -2.3343
H 6.5416 -2.7382 -0.7498
H 5.4839 -1.9513 1.4335
H 4.9777 0.2898 1.7957
H 5.5602 2.0168 0.0493
H 6.7133 1.3538 -1.9996
C 4.0166 4.4532 -3.4718
C 2.7266 4.5351 -3.9954
C 1.7851 3.6263 -3.5347
C 2.0748 2.6409 -2.5801
C 3.3253 2.6499 -2.0021
C 4.2827 3.5482 -2.4888
H 4.8116 5.0555 -3.8861
H 2.4794 5.1936 -4.8150
H 0.7702 3.5191 -3.8881
H 1.3597 1.9123 -2.2276
H 3.5741 1.9533 -1.2152
H 5.2882 3.4277 -2.1133
*
```

Löwdin population analysis, charges in e, atoms 1 to 2:
1 C -0.0924
2 C -0.4059

(5)
The molecule C8H16N2O3S. Source: the OMol25 dataset; level of theory: ωB97M-V with the def2-TZVPD basis set.

Computed properties:
LUMO energy (spin up / spin down) (eV): 0.20 / -0.41
Frontier orbital gap (spin up / spin down) (Eh): 0.285 / 0.242
Total energy (Ha): -1047.6383
Energy above the lowest of the compared OMol25 structures with the same formula, charge and spin (kcal per mole): 163.5

```
! wB97M-V def2-TZVPD RIJCOSX def2/J DEFGRID3
* xyz 0 1
C 0.0122 1.3354 0.3668
C -1.1716 0.7039 0.3200
C 1.1015 1.0035 -0.5630
C 0.7604 -1.1970 0.2033
C -2.3280 1.2695 1.1698
C 0.6794 1.5087 -1.9869
C 2.0730 -0.9073 -1.6973
C -2.3993 -1.1871 -0.2895
N 1.5314 -0.3745 -0.5660
N -1.3353 -0.3230 -0.4936
O -0.6282 -0.8905 2.5848
O 1.5512 -2.0145 2.4306
O 1.3579 0.3453 2.2543
S 0.6037 -0.8130 1.9513
H 0.1365 2.0784 1.1413
H 1.9972 1.5562 -0.3334
H 0.8269 -2.2211 0.0784
H -3.1702 1.5410 0.4955
H -1.9188 2.2870 1.3985
H -2.5670 0.7766 2.1149
H -0.0950 0.7115 -2.1853
H 1.6252 1.4977 -2.6217
H 0.2459 2.5338 -2.0643
H 3.0192 -0.2725 -2.1371
H 2.4158 -1.9664 -1.5104
H 1.4402 -0.9351 -2.5465
H -3.3910 -0.7925 -0.5348
H -2.2604 -2.1062 -0.8400
H -2.3621 -1.4153 0.8797
H 2.2494 -1.7324 2.9805
*
```

natural (NBO) population analysis, charges in e, atoms 1 to 2:
1 C -0.2345
2 C 0.1520

(6)
The ion C5H6N with charge +1. Source: the OMol25 dataset; level of theory: ωB97M-V with the def2-TZVPD basis set.

Computed properties:
LUMO energy (eV): -5.57
Frontier orbital gap (Eh): 0.381
Total energy (Ha): -248.3984
Energy above the lowest of the compared OMol25 structures with the same formula, charge and spin (kcal per mole): 136.4

```
! wB97M-V def2-TZVPD RIJCOSX def2/J DEFGRID3
* xyz 1 1
C 0.1647 1.6961 1.0739
C 0.4089 0.2211 0.7447
C 1.0795 -0.0436 -0.6501
C -0.6607 -0.9836 0.5393
C -0.3850 -0.1412 -0.6197
N 1.0300 1.2226 1.7678
H -0.1149 2.6475 0.5227
H 1.4838 0.8701 -1.1574
H 1.6865 -0.9200 -0.6151
H -0.1377 -1.8865 0.4964
H -1.6339 -1.1256 1.1653
H -1.1056 0.4211 -1.3239
*
```

natural (NBO) population analysis, charges in e, atoms 1 to 2:
1 C 0.1643
2 C -0.0385

> What is the total energy in the third record?

-347.8392 Ha

Copy entry 5 word for word.
The molecule C8H16N2O3S. Source: the OMol25 dataset; level of theory: ωB97M-V with the def2-TZVPD basis set.

Computed properties:
LUMO energy (spin up / spin down) (eV): 0.20 / -0.41
Frontier orbital gap (spin up / spin down) (Eh): 0.285 / 0.242
Total energy (Ha): -1047.6383
Energy above the lowest of the compared OMol25 structures with the same formula, charge and spin (kcal per mole): 163.5

```
! wB97M-V def2-TZVPD RIJCOSX def2/J DEFGRID3
* xyz 0 1
C 0.0122 1.3354 0.3668
C -1.1716 0.7039 0.3200
C 1.1015 1.0035 -0.5630
C 0.7604 -1.1970 0.2033
C -2.3280 1.2695 1.1698
C 0.6794 1.5087 -1.9869
C 2.0730 -0.9073 -1.6973
C -2.3993 -1.1871 -0.2895
N 1.5314 -0.3745 -0.5660
N -1.3353 -0.3230 -0.4936
O -0.6282 -0.8905 2.5848
O 1.5512 -2.0145 2.4306
O 1.3579 0.3453 2.2543
S 0.6037 -0.8130 1.9513
H 0.1365 2.0784 1.1413
H 1.9972 1.5562 -0.3334
H 0.8269 -2.2211 0.0784
H -3.1702 1.5410 0.4955
H -1.9188 2.2870 1.3985
H -2.5670 0.7766 2.1149
H -0.0950 0.7115 -2.1853
H 1.6252 1.4977 -2.6217
H 0.2459 2.5338 -2.0643
H 3.0192 -0.2725 -2.1371
H 2.4158 -1.9664 -1.5104
H 1.4402 -0.9351 -2.5465
H -3.3910 -0.7925 -0.5348
H -2.2604 -2.1062 -0.8400
H -2.3621 -1.4153 0.8797
H 2.2494 -1.7324 2.9805
*
```

natural (NBO) population analysis, charges in e, atoms 1 to 2:
1 C -0.2345
2 C 0.1520

> Which formula does entry 1 have?

C48H48Co2N3O6

> Number 5 is which compound?

C8H16N2O3S